A 7-piece molecular cluster, C26H49BrClN3O7S overall. Source: the Open Molecules 2025 dataset; level of theory: ωB97M-V/def2-TZVPD.

Cartesian coordinates (Å):
C 1.89 3.33 4.39
C 1.82 4.47 3.22
C 2.60 3.83 1.95
C 1.57 2.84 1.17
O 2.32 1.80 0.49
N 2.07 0.56 1.05
C 3.40 -0.15 1.13
C 4.15 -0.68 -0.15
C 5.53 -1.40 -0.09
C 6.19 -1.63 1.29
C 5.42 -1.12 2.56
Cl 6.16 -1.42 4.22
C 4.06 -0.38 2.51
N 3.42 0.04 3.77
C 2.64 -1.07 4.43
C 2.19 -2.25 3.45
S 3.23 -0.39 -1.75
C 1.47 -0.75 -1.23
C 0.46 -1.54 -2.11
C 0.95 -2.07 -3.53
C 0.68 -1.06 -4.75
C -0.67 -0.21 -4.61
Br 2.25 0.13 -5.12
C -0.96 -1.83 -1.57
C -1.32 -1.30 -0.15
C -0.32 -0.49 0.72
C -0.83 -0.01 2.18
C -2.11 0.96 2.08
C -3.22 0.66 3.23
C -4.55 -0.06 2.63
C -4.40 -1.66 2.79
N -4.90 -2.44 1.61
C 1.11 -0.20 0.21
H 3.00 3.01 4.41
H 1.52 3.72 5.39
H 1.28 2.44 3.99
H 2.31 5.45 3.58
H 0.73 4.64 2.85
H 3.47 3.16 2.30
H 3.01 4.66 1.25
H 0.77 2.42 1.89
H 1.08 3.50 0.36
H 5.96 -1.75 -1.10
H 7.18 -2.19 1.35
H 2.78 0.81 3.54
H 3.21 -1.44 5.36
H 1.66 -0.58 4.81
H 3.05 -2.95 3.14
H 1.70 -1.84 2.48
H 1.36 -2.86 3.98
H 0.45 -3.08 -3.80
H 2.09 -2.28 -3.54
H 0.57 -1.72 -5.69
H -1.55 -0.93 -4.51
H -0.81 0.43 -5.54
H -0.57 0.49 -3.71
H -1.76 -2.42 -2.11
H -2.36 -1.50 0.29
H -1.19 -0.97 2.71
H 0.04 0.40 2.80
H -1.76 2.04 2.25
H -2.58 0.79 1.05
H -3.55 1.68 3.62
H -2.78 0.04 4.09
H -5.46 0.27 3.24
H -4.76 0.24 1.54
H -3.30 -1.92 2.99
H -5.02 -1.98 3.70
H -4.11 -3.00 1.28
H -5.21 -1.82 0.85
O -1.06 1.85 -7.00
H -0.12 1.69 -6.84
H -1.08 2.19 -7.91
O -0.99 -2.75 -7.29
H -0.42 -3.32 -7.82
H -1.88 -2.99 -7.56
O -6.57 0.18 -0.09
H -6.76 0.54 -0.97
H -7.40 -0.23 0.18
O -3.87 -3.03 -7.23
H -3.99 -3.92 -6.87
H -4.71 -2.59 -7.06
O -7.44 2.55 -0.81
H -6.86 2.39 -0.05
H -7.63 3.50 -0.77
O 6.36 1.49 -2.89
H 6.17 1.84 -3.77
H 5.53 1.08 -2.62

Calculated values
calculated total energy: -5143.00242 hartree
HOMO: -7.965 eV
SMILES: CCCCON1c2c(ccc(Cl)c2NCC)Sc2c(C[C@@H](C)Br)ccc(CCCCCN)c21.O.O.O.O.O.O
lowest unoccupied orbital energy: 0.041 eV
F_max: 4.6 eV/A

List of Löwdin charges in e, atom by atom: -0.1219 -0.2381 -0.1749 -0.1661 -0.1513 -0.1204 -0.0825 -0.3526 -0.0635 -0.0553 -0.4794 0.5389 -0.1837 -0.0413 -0.2512 -0.1029 0.8564 -0.2867 -0.1760 -0.2237 -0.6857 -0.1349 0.5894 -0.0073 -0.0143 -0.0878 -0.1702 -0.1796 -0.1981 -0.1909 -0.2752 -0.0355 -0.0995 0.0792 0.0736 0.0535 0.1062 0.1044 0.1058 0.1167 0.1031 0.1360 0.1015 0.0970 0.0608 0.1062 0.1130 0.0848 0.0638 0.0817 0.1270 0.0878 0.0750 0.0934 0.0385 0.0886 0.1023 0.0854 0.1045 0.0855 0.1036 0.1018 0.0978 0.1101 0.1067 0.0834 0.0963 0.1054 0.0499 0.0362 -0.0739 0.0162 0.0440 -0.0645 0.0396 -0.0045 -0.0679 0.0344 0.0593 -0.0488 0.0524 0.0531 -0.0726 0.0311 0.0467 -0.0660 0.0348 -0.0138